20
Properties=species:S:1:pos:R:3:lowdin_charge:R:1 method="wB97M-V/def2-TZVPD" multiplicity=1 e_lumo_ev=0.75 e_above_lowest_kcal_mol=28.4 charge=0 energy_ev=-12891.5990 homo_lumo_gap_ev=10.09
H -1.885 -1.132 -0.828 0.053
N -1.147 -0.689 -0.299 0.135
C -0.875 -1.125 0.853 -0.523
N -0.003 -0.417 1.728 0.083
N -1.268 -2.414 1.268 -0.037
C -1.072 -2.857 2.637 -0.115
H -0.456 0.389 2.133 0.089
H 0.847 -0.083 1.306 0.073
H -0.940 -3.082 0.590 0.115
H -0.813 -3.909 2.605 0.077
H -1.951 -2.702 3.251 0.069
H -0.267 -2.280 3.088 0.061
C 1.347 3.407 -2.691 0.011
C 1.284 1.955 -2.274 -0.576
O 1.501 1.037 -3.020 0.092
O 0.843 1.796 -1.018 0.097
H 2.268 3.904 -2.389 0.086
H 0.478 3.911 -2.286 0.082
H 1.345 3.411 -3.777 0.084
H 0.763 0.879 -0.879 0.044